Entry 1:
{"formula": "C3H11NO3", "method": "ωB97M-V/def2-TZVPD", "species": ["C", "C", "C", "O", "H", "H", "H", "H", "H", "H", "H", "H", "O", "N", "O", "H", "H", "H"], "coordinates": [[1.793, 1.445, -0.864], [0.602, 1.085, -0.017], [0.818, 0.110, 1.063], [-0.538, 0.407, -1.092], [1.506, 2.045, -1.727], [2.489, 2.032, -0.264], [2.314, 0.550, -1.205], [0.013, 1.955, 0.277], [1.807, 0.160, 1.514], [0.581, -0.947, 0.624], [0.040, 0.161, 1.821], [-0.148, 0.352, -1.973], [-0.776, -1.873, -0.153], [-1.795, -2.016, 0.798], [-2.953, -1.248, 0.398], [-0.784, -0.834, -0.734], [-2.129, -2.971, 0.662], [-2.838, -0.413, 0.871]], "mulliken_charge": [-1.541, 0.774, -1.205, -0.610, 0.426, 0.385, 0.382, 0.207, 0.358, 0.420, 0.316, 0.327, -0.593, -0.224, -0.430, 0.412, 0.267, 0.330], "gap_ev": 8.627, "smiles": "CC(C)O.ONO", "fmax_ev_per_a": 2.59}

Entry 2:
{"formula": "C3H11NO3", "method": "ωB97M-V/def2-TZVPD", "species": ["C", "C", "N", "C", "O", "H", "H", "H", "H", "H", "H", "H", "O", "H", "H", "O", "H", "H"], "coordinates": [[2.401, 0.467, -0.859], [1.119, 1.191, -1.080], [0.002, 0.607, -0.295], [-0.908, -0.109, -0.986], [-1.816, -0.752, -0.493], [2.240, -0.607, -0.756], [3.048, 0.498, -1.747], [3.005, 0.958, -0.107], [0.762, 1.148, -2.109], [1.142, 2.245, -0.823], [0.305, 0.228, 0.601], [-0.771, -0.122, -2.080], [-2.743, -0.775, 2.074], [-2.698, -1.072, 1.148], [-3.454, -0.135, 2.156], [-0.138, -1.253, 1.905], [-0.952, -1.086, 2.411], [-0.543, -1.431, 1.041]], "mulliken_charge": [-1.086, -0.502, -0.207, 0.067, -0.611, 0.335, 0.347, 0.312, 0.416, 0.261, 0.385, 0.296, -0.688, 0.416, 0.298, -0.749, 0.414, 0.296], "gap_ev": 11.135, "smiles": "CCNC=O.O.O", "fmax_ev_per_a": 1.80}

Entry 3:
{"formula": "C3H11NO3", "method": "ωB97M-V/def2-TZVPD", "species": ["C", "C", "C", "N", "O", "H", "H", "H", "H", "H", "H", "H", "H", "H", "O", "H", "H", "O"], "coordinates": [[-0.279, 1.502, 0.360], [0.496, 0.351, 1.026], [1.775, -0.052, 0.169], [1.467, -0.962, -0.968], [2.442, 0.961, -0.242], [0.366, 2.346, 0.598], [-0.327, 1.399, -0.724], [-1.280, 1.608, 0.758], [-0.023, -0.596, 1.146], [0.930, 0.728, 1.943], [2.077, -1.771, -1.051], [1.458, -0.440, -1.855], [-3.017, -1.126, 1.251], [-2.310, -1.325, -1.993], [-2.279, -0.616, 0.861], [2.350, -0.682, 0.855], [-2.071, -0.665, -0.592], [-1.775, -0.661, -1.543]], "lowdin_spin": [0.012, 0.143, 0.169, 0.649, 0.895, 0.002, 0.001, 0.001, 0.010, 0.001, 0.018, 0.007, -0.018, 0.000, -0.929, 0.062, 0.001, -0.024], "gap_ev": [7.794, 6.173], "charge": 1, "fmax_ev_per_a": 1.92, "s_squared": 1.7652, "spin_multiplicity": 2}

Entry 4:
{"formula": "C3H11NO4", "method": "ωB97M-V/def2-TZVPD", "species": ["O", "C", "N", "C", "C", "O", "H", "H", "H", "H", "H", "H", "H", "O", "H", "H", "O", "H", "H"], "coordinates": [[1.293, -0.022, -1.890], [1.491, -0.104, -0.688], [0.689, 0.461, 0.283], [0.959, 0.343, 1.702], [0.203, -0.804, 2.338], [0.548, -2.047, 1.665], [2.414, -0.444, -0.189], [-0.175, 0.413, -0.281], [0.569, 1.252, 2.187], [2.045, 0.411, 1.794], [-0.875, -0.676, 2.280], [0.557, -1.087, 3.336], [-0.012, -2.224, 0.906], [-1.140, 0.065, -3.180], [-0.834, 0.585, -3.941], [-0.406, 0.337, -2.557], [-2.237, 1.159, -0.958], [-2.013, 0.754, -1.817], [-3.075, 1.628, -0.989]], "mulliken_charge": [-0.615, 0.215, -0.055, -0.448, -0.415, -0.533, 0.306, 0.022, 0.247, 0.406, 0.300, 0.303, 0.293, -0.699, 0.335, 0.339, -0.688, 0.402, 0.284], "gap_ev": 10.824, "smiles": "O=CNCCO.O.O", "fmax_ev_per_a": 3.57}

Entry 5:
{"formula": "C3H11NO4", "method": "ωB97M-V/def2-TZVPD", "species": ["C", "N", "C", "C", "O", "O", "H", "H", "H", "H", "H", "H", "H", "O", "H", "H", "O", "H", "H"], "coordinates": [[-1.109, -0.306, -1.694], [-0.142, -0.008, -0.634], [-0.032, -1.024, 0.379], [0.700, -0.494, 1.577], [1.752, 0.095, 1.466], [0.141, -0.769, 2.747], [-1.242, 0.597, -2.263], [-2.083, -0.521, -1.252], [-0.815, -1.135, -2.348], [0.706, 0.299, -1.108], [0.535, -1.896, 0.017], [-1.018, -1.426, 0.603], [0.558, -0.341, 3.508], [2.682, 0.868, -1.213], [2.474, 1.332, -0.391], [2.886, -0.016, -0.889], [-2.347, 1.741, 0.432], [-1.560, 1.804, -0.120], [-2.087, 1.199, 1.181]], "mulliken_charge": [-1.084, -0.156, -0.694, 0.511, -0.589, -0.456, 0.365, 0.372, 0.370, 0.303, 0.324, 0.416, 0.365, -0.690, 0.341, 0.328, -0.650, 0.331, 0.293], "gap_ev": 9.658, "smiles": "CNCC(=O)O.O.O", "fmax_ev_per_a": 1.36}

Entry 6:
{"formula": "C3H11NOP", "method": "ωB97M-V/def2-TZVPD", "species": ["C", "C", "C", "N", "O", "P", "H", "H", "H", "H", "H", "H", "H", "H", "H", "H", "H"], "coordinates": [[0.419, 1.414, 0.770], [1.620, -1.156, -0.587], [-0.398, -0.397, 0.529], [0.177, -0.873, -0.732], [-1.728, -0.423, 0.503], [-2.678, 0.779, -0.265], [-0.250, 2.008, 0.164], [1.277, 1.338, 0.198], [0.441, 1.521, 1.804], [1.683, -1.983, 0.059], [1.985, -1.221, -1.602], [2.109, -0.322, 0.004], [-0.045, -1.216, 1.240], [0.070, -0.033, -1.343], [-0.254, -1.583, -1.197], [-2.972, 1.506, 0.967], [-3.688, -0.153, -0.239]], "mulliken_charge": [-1.075, -0.864, -0.164, -0.167, -0.395, -0.014, 0.428, 0.514, 0.324, 0.386, 0.360, 0.330, 0.363, 0.440, 0.293, 0.124, 0.117], "gap_ev": 10.435, "charge": 1, "fmax_ev_per_a": 5.73}

Entry 7:
{"formula": "C3H11NOPS", "method": "ωB97M-V/def2-TZVPD", "species": ["C", "C", "C", "N", "O", "P", "S", "H", "H", "H", "H", "H", "H", "H", "H", "H", "H", "H"], "coordinates": [[1.999, 0.505, -1.770], [-2.382, -0.421, -0.542], [-0.467, -1.569, 1.814], [-0.130, -0.298, 2.340], [0.654, 0.760, -1.448], [-0.897, -1.460, -0.143], [0.264, -2.301, -1.356], [2.156, 0.591, -2.758], [2.243, -0.477, -1.406], [2.601, 1.049, -1.166], [-2.117, 0.459, -0.119], [-2.234, -0.426, -1.551], [-3.301, -0.811, -0.157], [0.539, -2.166, 1.750], [-1.107, -2.180, 2.403], [0.811, -0.049, 2.559], [0.581, 1.777, -1.622], [-0.896, 0.297, 2.644]], "mulliken_charge": [-0.719, -0.937, -0.491, -0.388, -0.438, 0.668, -0.110, 0.338, 0.201, 0.364, 0.355, 0.339, 0.411, 0.306, 0.412, 0.193, 0.294, 0.201], "gap_ev": 7.493, "charge": 1, "fmax_ev_per_a": 4.16}

Entry 8:
{"formula": "C3H11NOS", "method": "ωB97M-V/def2-TZVPD", "species": ["C", "S", "C", "H", "H", "H", "H", "H", "H", "N", "C", "O", "H", "H", "H", "H", "H"], "coordinates": [[1.703, -0.802, 0.642], [3.461, -0.817, 0.852], [4.110, -1.957, -0.392], [1.272, 0.202, 0.687], [1.229, -1.312, 1.483], [1.309, -1.204, -0.289], [5.128, -1.592, -0.422], [3.953, -2.970, 0.031], [3.558, -2.026, -1.333], [-2.620, 2.129, -0.868], [-3.184, 1.621, 0.290], [-4.401, 0.821, 0.023], [-2.712, 3.064, -1.206], [-2.145, 1.535, -1.520], [-2.607, 0.863, 0.807], [-3.455, 2.495, 0.875], [-4.600, -0.051, 0.341]], "mulliken_charge": [-0.799, -0.083, -0.742, 0.279, 0.277, 0.275, 0.248, 0.257, 0.287, -0.352, -0.090, -0.596, 0.173, 0.160, 0.174, 0.224, 0.309], "gap_ev": 9.118, "smiles": "CSC.NCO", "fmax_ev_per_a": 2.65}

no.,electronic energy (Eh)
1,-401.2073
2,-401.3818
3,-400.8616
4,-476.6002
5,-476.6245
6,-591.8956
7,-990.1012
8,-649.0231